<i>
Below is a 2-piece molecular cluster, C2H10NO overall, with properties calculated with ωB97M-V/def2-TZVPD.

Kohn-Sham gap ... 11.52 eV
E_LUMO ... -3.63 eV
Total charge ... +1
Spin multiplicity ... 1

XYZ file:
```
14
C2H10NO | OMol25 | ωB97M-V/def2-TZVPD
C 1.999 -0.618 0.373
N 0.829 0.180 0.872
H 0.412 -0.273 1.670
H 1.173 1.081 1.203
H 0.081 0.292 0.172
H 2.857 -0.406 0.999
H 2.224 -0.395 -0.665
H 1.709 -1.661 0.415
C -2.145 0.413 -0.581
O -0.945 0.469 -1.359
H -0.728 -0.314 -1.867
H -2.518 -0.608 -0.562
H -2.893 1.018 -1.096
H -2.056 0.823 0.426
```


<ii>
Below is a 2-piece molecular cluster, C2H10NO overall, with properties calculated with ωB97M-V/def2-TZVPD.

Kohn-Sham gap ... 13.35 eV
E_LUMO ... -3.42 eV
Total charge ... +1
Spin multiplicity ... 1

XYZ file:
```
14
C2H10NO | OMol25 | ωB97M-V/def2-TZVPD
C 1.628 -1.415 -0.366
C 0.880 -0.072 -0.050
N -0.599 -0.286 -0.168
H 2.611 -1.110 -0.734
H 1.727 -2.004 0.538
H 1.072 -1.784 -1.227
H 1.053 0.206 0.989
H 1.143 0.745 -0.706
H -0.967 -0.729 -1.006
H -0.967 0.710 -0.009
H -1.030 -0.684 0.668
H -2.771 1.777 1.040
H -1.907 2.752 0.313
O -1.874 1.893 0.719
```


Winner for stability: <ii>